Computed, not measured: a molecular structure, C27H29N2O3PRuSSi, with the ωB97M-V functional and the def2-TZVPD basis.

Last column: Löwdin spin population.
Atoms and positions in Å:
Ru -0.21 0.32 0.84  2.54
O -4.05 1.10 1.30  0.02
S -2.90 0.68 0.60  0.02
O -2.31 -0.63 0.92  0.11
O -1.68 1.63 0.80  0.20
C -3.17 0.73 -1.13  0.00
C -4.46 0.97 -1.57  0.00
C -4.73 0.93 -2.93  0.00
C -3.72 0.63 -3.83  0.00
C -2.43 0.40 -3.38  0.00
C -2.12 0.45 -2.02  0.00
P -0.38 0.19 -1.55  -0.01
C 0.60 1.44 -2.38  0.00
C 0.86 1.42 -3.75  0.00
C 1.57 2.46 -4.34  0.00
C 2.02 3.52 -3.57  0.00
C 1.76 3.55 -2.20  0.00
C 1.06 2.52 -1.61  0.01
C 0.00 -1.47 -2.12  0.00
C 1.07 -1.77 -2.97  0.00
C 1.28 -3.09 -3.36  0.00
C 0.44 -4.10 -2.91  0.00
C -0.62 -3.80 -2.06  0.00
C -0.85 -2.49 -1.67  0.00
H -5.24 1.18 -0.85  0.00
H -5.74 1.11 -3.28  0.00
H -3.93 0.59 -4.89  0.00
H -1.65 0.17 -4.10  0.00
H 0.51 0.60 -4.37  0.00
H 1.76 2.44 -5.40  0.00
H 2.57 4.32 -4.03  0.00
H 2.10 4.38 -1.60  0.00
H 0.84 2.56 -0.55  0.01
H 1.73 -1.00 -3.32  0.00
H 2.10 -3.32 -4.03  0.00
H 0.62 -5.12 -3.22  0.00
H -1.27 -4.59 -1.71  0.00
H -1.68 -2.26 -1.02  0.00
C 3.18 -0.66 -0.63  0.01
C 2.92 -0.72 0.83  0.06
C 3.93 -1.15 1.73  0.19
C 3.70 -1.23 3.09  0.00
C 2.46 -0.85 3.59  0.19
C 1.48 -0.41 2.68  0.04
N 1.74 -0.38 1.31  0.09
N 0.26 0.04 2.91  0.44
Si -0.58 0.28 4.53  0.03
C -2.24 0.97 4.15  0.00
C -0.66 -1.43 5.27  0.02
C 0.50 1.47 5.46  0.01
H 4.25 -0.54 -0.83  0.00
H 2.64 0.16 -1.10  0.00
H 2.85 -1.60 -1.09  0.00
H 4.90 -1.42 1.32  0.01
H 4.48 -1.56 3.75  0.00
H 2.24 -0.87 4.65  0.01
H -2.87 0.27 3.60  0.00
H -2.18 1.91 3.59  0.00
H -2.75 1.19 5.09  0.00
H -1.16 -2.13 4.61  0.00
H -1.25 -1.37 6.19  0.00
H 0.31 -1.84 5.54  0.00
H 0.60 2.41 4.92  0.00
H 1.49 1.09 5.69  0.00
H 0.01 1.70 6.41  0.00

Computed properties:
2S+1: 5
Electronic energy (hartree): -2504.906117
ΔE to the lowest compared entry with this formula, charge and spin (kJ/mol): 0.0
Charge: +2